1.
{
  "formula": "C3H6N2O2S",
  "method": "the ωB97M-V functional and the def2-TZVPD basis",
  "relative_energy_kcal_mol": 29.80,
  "smiles": "[H]/N=C(\\N)SC(=O)OC",
  "largest_force_ev_per_a": 1.3,
  "species": ["H", "N", "C", "N", "S", "C", "O", "O", "C", "H", "H", "H", "H", "H"],
  "coordinates": [[1.68, 1.82, 2.08], [0.89, 2.02, 1.50], [0.10, 1.03, 1.48], [0.23, -0.19, 2.11], [-1.46, 1.21, 0.59], [-1.18, 0.21, -0.86], [-2.06, 0.04, -1.67], [0.06, -0.29, -0.96], [0.30, -1.06, -2.13], [-0.61, -0.73, 2.27], [0.94, -0.28, 2.81], [1.35, -1.38, -2.05], [-0.39, -1.93, -2.15], [0.14, -0.47, -3.02]],
  "lowdin_charge": [0.043, 0.078, -0.790, 0.073, 1.057, -0.816, 0.035, -0.108, -0.042, 0.081, 0.086, 0.102, 0.111, 0.089]
}

2.
{
  "formula": "C4H10N2O2",
  "method": "the ωB97M-V functional and the def2-TZVPD basis",
  "relative_energy_kcal_mol": 46.78,
  "smiles": "C[C@H](N)N(C)C(=O)O",
  "largest_force_ev_per_a": 4.1,
  "species": ["C", "C", "N", "N", "C", "C", "O", "O", "H", "H", "H", "H", "H", "H", "H", "H", "H", "H"],
  "coordinates": [[-1.99, 0.01, 0.54], [-0.51, -0.09, 0.81], [0.28, 1.29, 0.97], [0.30, -0.67, -0.22], [-0.08, -0.45, -1.60], [1.66, -0.40, 0.21], [2.10, -0.86, 1.24], [2.48, -0.17, -0.87], [-2.49, 0.41, 1.43], [-2.39, -0.98, 0.35], [-2.21, 0.65, -0.31], [-0.26, -0.61, 1.74], [-0.06, 1.99, 0.32], [0.36, 1.61, 1.92], [-1.00, -1.00, -1.82], [-0.26, 0.61, -1.83], [0.74, -0.77, -2.24], [3.34, -0.56, -0.64]],
  "lowdin_charge": [-0.050, -0.359, 0.073, -0.097, -0.067, -0.546, 0.073, 0.078, 0.080, 0.082, 0.073, 0.135, 0.071, 0.073, 0.087, 0.086, 0.084, 0.123]
}

Copy entry 1 word for word.
{
  "formula": "C3H6N2O2S",
  "method": "the ωB97M-V functional and the def2-TZVPD basis",
  "relative_energy_kcal_mol": 29.80,
  "smiles": "[H]/N=C(\\N)SC(=O)OC",
  "largest_force_ev_per_a": 1.3,
  "species": ["H", "N", "C", "N", "S", "C", "O", "O", "C", "H", "H", "H", "H", "H"],
  "coordinates": [[1.68, 1.82, 2.08], [0.89, 2.02, 1.50], [0.10, 1.03, 1.48], [0.23, -0.19, 2.11], [-1.46, 1.21, 0.59], [-1.18, 0.21, -0.86], [-2.06, 0.04, -1.67], [0.06, -0.29, -0.96], [0.30, -1.06, -2.13], [-0.61, -0.73, 2.27], [0.94, -0.28, 2.81], [1.35, -1.38, -2.05], [-0.39, -1.93, -2.15], [0.14, -0.47, -3.02]],
  "lowdin_charge": [0.043, 0.078, -0.790, 0.073, 1.057, -0.816, 0.035, -0.108, -0.042, 0.081, 0.086, 0.102, 0.111, 0.089]
}

Which formula does entry 1 have?
C3H6N2O2S